# 1
{"formula": "C27H67NNbO11P2", "method": "wB97M-V/def2-TZVPD", "symbols": ["C", "C", "C", "O", "C", "Nb", "C", "C", "C", "C", "C", "C", "O", "O", "C", "C", "C", "N", "C", "P", "O", "P", "C", "O", "H", "H", "H", "H", "H", "H", "H", "H", "H", "H", "H", "H", "H", "H", "H", "H", "H", "H", "H", "H", "H", "H", "H", "H", "H", "H", "H", "H", "H", "H", "H", "H", "H", "H", "H", "H", "H", "C", "O", "C", "C", "O", "C", "H", "H", "H", "H", "H", "H", "H", "H", "H", "H", "C", "O", "C", "C", "O", "C", "H", "H", "H", "H", "H", "H", "H", "H", "H", "H", "C", "O", "C", "C", "O", "C", "H", "H", "H", "H", "H", "H", "H", "H", "H", "H"], "xyz": [[-2.4709, 3.5159, 0.5215], [-2.6080, 3.6071, -0.9951], [-2.8528, 2.2421, -1.6130], [-1.7857, 1.3618, -1.3890], [-0.8135, 1.3076, -2.4670], [-0.5923, -0.8481, -3.1234], [1.5186, -0.6312, -3.9209], [2.3113, 0.6126, -3.4754], [0.0458, -1.6021, -1.0704], [1.1201, -0.7463, -0.3935], [1.0892, -0.8539, 1.1769], [2.3548, -1.4780, 1.6594], [3.3067, -0.8549, 1.9292], [2.3652, -2.8549, 1.7289], [2.4479, -3.2411, 3.1237], [3.8472, -3.7639, 3.4149], [-1.2788, -0.2850, -5.2573], [-2.6267, 0.3093, -5.3187], [-2.6614, 1.5631, -6.0500], [-3.1231, -1.1199, -2.5633], [-3.3799, -1.4376, -1.1017], [-0.6245, -3.3305, -3.8136], [-1.3428, -4.4365, -2.5048], [-1.7046, -3.6186, -5.0893], [-2.7833, 4.4481, 0.9893], [-1.4312, 3.3549, 0.7887], [-3.1303, 2.7536, 0.9221], [-3.5092, 4.1929, -1.1930], [-1.7810, 4.1433, -1.4555], [-3.7128, 1.8205, -1.0863], [-3.1566, 2.3229, -2.6591], [-1.1212, 1.9144, -3.3256], [0.1023, 1.7531, -2.0608], [1.4514, -0.5771, -5.0117], [2.0560, -1.5544, -3.7156], [1.7727, 1.5443, -3.6109], [3.1953, 0.6989, -4.1164], [2.7101, 0.5250, -2.4725], [0.4443, -2.6193, -1.1355], [-0.8259, -1.6665, -0.4147], [2.1130, -1.0650, -0.7036], [1.0680, 0.3154, -0.6199], [0.9991, 0.1330, 1.6025], [0.2590, -1.4961, 1.4596], [1.7033, -4.0007, 3.3292], [2.2119, -2.3790, 3.7408], [3.8356, -4.6101, 4.0962], [4.5165, -2.9777, 3.7346], [4.2400, -4.1362, 2.4740], [-0.5557, 0.4666, -5.5908], [-1.1573, -1.1256, -5.9491], [-3.2803, -0.3209, -5.7628], [-3.6957, 1.8887, -6.1429], [-2.1150, 2.3251, -5.4963], [-2.2361, 1.5018, -7.0643], [-3.6602, -2.2153, -3.3264], [-3.9376, -0.0260, -2.9762], [-0.6782, -4.5499, -1.6593], [-2.3224, -4.0585, -2.2253], [-1.4829, -5.4125, -2.9684], [-1.1925, -3.5412, -5.9047], [1.5306, 9.2644, -0.0858], [1.9543, 8.2580, 0.8146], [0.8840, 7.6920, 1.5599], [0.4561, 6.3516, 1.0025], [-0.1219, 6.4810, -0.2866], [0.7667, 6.1333, -1.3354], [2.3535, 9.4691, -0.7698], [0.6613, 8.9485, -0.6671], [1.2899, 10.1847, 0.4591], [0.0337, 8.3801, 1.5975], [1.2477, 7.5484, 2.5826], [-0.3142, 5.9278, 1.6557], [1.2981, 5.6528, 0.9812], [0.8824, 5.0457, -1.3892], [1.7470, 6.5994, -1.2092], [0.3309, 6.4835, -2.2704], [0.0501, 2.6829, 3.9743], [-1.1978, 2.1259, 3.6079], [-1.4205, 0.8401, 4.1672], [-2.3433, 0.9053, 5.3641], [-1.7503, 1.6034, 6.4541], [-2.2106, 2.9363, 6.5714], [0.0362, 3.7392, 3.7052], [0.2356, 2.5960, 5.0482], [0.8611, 2.1924, 3.4242], [-0.4717, 0.3651, 4.4363], [-1.8938, 0.2306, 3.3912], [-2.5455, -0.1136, 5.7090], [-3.2984, 1.3621, 5.0882], [-3.2265, 2.9532, 6.9825], [-2.1980, 3.4564, 5.6106], [-1.5471, 3.4592, 7.2600], [1.1329, -8.8473, 2.4394], [2.4116, -8.2433, 2.3715], [3.0416, -8.4154, 1.1090], [2.9280, -7.1741, 0.2498], [1.5859, -6.9167, -0.1249], [0.9787, -5.8987, 0.6590], [0.6328, -8.4721, 3.3315], [0.5228, -8.6038, 1.5668], [1.2313, -9.9360, 2.5237], [2.6267, -9.2824, 0.5855], [4.1008, -8.6141, 1.3043], [3.4943, -7.3336, -0.6741], [3.3597, -6.3085, 0.7624], [1.3590, -4.9172, 0.3629], [1.1539, -6.0507, 1.7273], [-0.0946, -5.9285, 0.4748]], "e_tot_ev": -73217.94424, "charge": -1, "orbital_gap_ev": 6.221, "lumo_ev": 2.3, "homo_ev": -3.9172}


# 2
{"formula": "C27H68LiO20", "method": "wB97M-V/def2-TZVPD", "symbols": ["Li", "C", "C", "C", "O", "C", "C", "C", "O", "O", "O", "H", "H", "C", "O", "C", "C", "O", "C", "H", "H", "H", "H", "H", "H", "H", "H", "H", "H", "C", "O", "C", "C", "O", "C", "H", "H", "H", "H", "H", "H", "H", "H", "H", "H", "C", "O", "C", "C", "O", "C", "H", "H", "H", "H", "H", "H", "H", "H", "H", "H", "C", "O", "C", "C", "O", "C", "H", "H", "H", "H", "H", "H", "H", "H", "H", "H", "O", "H", "H", "O", "H", "H", "O", "H", "H", "C", "O", "H", "H", "H", "H", "C", "O", "H", "H", "H", "H", "C", "O", "H", "H", "H", "H", "C", "O", "H", "H", "H", "H", "C", "O", "H", "H", "H", "H"], "xyz": [[3.6342, 0.3347, -1.1125], [0.1017, 1.0146, -2.9522], [-1.2156, 0.9396, -2.4868], [-1.4439, 0.7018, -1.0275], [-2.5812, 0.6813, -0.5256], [-0.3682, 0.5319, -0.1180], [0.9485, 0.4802, -0.6059], [1.1983, 0.9164, -2.1069], [2.3869, 1.1305, -2.5057], [1.9701, 0.1274, 0.0643], [-2.0810, 0.9100, -3.3592], [0.3237, 1.0333, -4.0082], [-0.5883, 0.2568, 0.9018], [-0.3867, 4.2602, 3.3213], [0.8564, 4.2997, 2.6479], [1.2226, 3.0752, 2.1049], [1.3709, 1.8378, 3.0059], [1.9488, 2.1995, 4.2261], [1.7340, 1.2270, 5.2248], [-1.1897, 3.9495, 2.6409], [-0.6272, 5.2460, 3.7141], [-0.3525, 3.5572, 4.1614], [2.1774, 3.2032, 1.5867], [0.6035, 2.7414, 1.2534], [1.9747, 1.1094, 2.4598], [0.3298, 1.4879, 3.0448], [0.6567, 1.0382, 5.2862], [2.0558, 1.6176, 6.1927], [2.2800, 0.2899, 5.0636], [-6.2033, -4.0629, -1.3420], [-5.8449, -3.8460, -2.6892], [-4.9881, -4.8346, -3.1797], [-3.5553, -4.6809, -2.7222], [-3.0626, -3.4262, -3.0978], [-1.8761, -3.1159, -2.4433], [-6.6140, -3.1296, -0.9622], [-5.3562, -4.3640, -0.7156], [-6.9666, -4.8531, -1.2634], [-5.0582, -4.8371, -4.2639], [-5.3159, -5.8149, -2.8001], [-2.9591, -5.4986, -3.1574], [-3.4929, -4.7511, -1.6248], [-2.0139, -3.0027, -1.3527], [-1.3908, -2.2592, -2.8892], [-1.1852, -3.9833, -2.4145], [-2.9618, 1.6641, 2.6228], [-2.7687, 1.7005, 4.0210], [-2.2767, 0.4978, 4.5477], [-2.0029, 0.6824, 6.0167], [-3.2254, 0.7769, 6.7270], [-3.0235, 1.1303, 8.0665], [-3.7156, 0.9442, 2.2928], [-2.0501, 1.5617, 2.0153], [-3.2959, 2.6675, 2.3353], [-1.3133, 0.2460, 4.0806], [-2.9360, -0.3697, 4.4113], [-1.4324, 1.6183, 6.1087], [-1.4525, -0.1806, 6.4174], [-2.5805, 0.2686, 8.5818], [-3.9493, 1.4321, 8.5481], [-2.3412, 1.9885, 8.1240], [3.8704, 3.4998, -0.4763], [4.3655, 2.2280, -0.8240], [5.6789, 1.9490, -0.4089], [5.6874, 1.0522, 0.8121], [5.0033, -0.1381, 0.4461], [5.1162, -1.1495, 1.4398], [2.7956, 3.5199, -0.6327], [4.2781, 4.2659, -1.1465], [4.0860, 3.8155, 0.5477], [6.2740, 2.8609, -0.2937], [6.1889, 1.3856, -1.2002], [5.2576, 1.4726, 1.7283], [6.7428, 0.8532, 1.0624], [4.7559, -0.8931, 2.4362], [6.1747, -1.4412, 1.4682], [4.5616, -2.0046, 1.0551], [-0.9106, -1.2792, -5.5979], [-1.0479, -0.9429, -4.6953], [-0.1308, -1.8413, -5.5313], [-4.5360, 2.2254, -1.9824], [-3.9160, 1.6187, -1.5113], [-4.9017, 2.7820, -1.2869], [-0.1017, -1.8162, 2.9367], [0.6235, -1.9728, 2.2703], [-0.9420, -1.8081, 2.4066], [3.3319, -2.4033, -2.3106], [4.1196, -1.2149, -2.3541], [3.6438, -3.1541, -3.0414], [3.2948, -2.8800, -1.3236], [2.2971, -2.1489, -2.5581], [4.9994, -1.4649, -2.6459], [0.7257, -3.1221, 0.2338], [1.7521, -2.4631, 0.9712], [1.0654, -3.2477, -0.7956], [0.4813, -4.0713, 0.7057], [-0.1927, -2.5314, 0.2941], [1.9718, -1.5770, 0.5814], [0.3813, 3.1936, -6.4151], [-0.6473, 3.9761, -6.9997], [-0.0792, 2.6508, -5.5933], [0.8590, 2.4553, -7.0680], [1.1899, 3.8171, -6.0171], [-0.3952, 4.2635, -7.8797], [-3.8584, -2.6088, 1.4503], [-2.5428, -2.0940, 1.5580], [-3.8580, -3.7061, 1.4623], [-4.4976, -2.2543, 2.2617], [-4.2874, -2.4035, 0.4642], [-2.5349, -1.2994, 0.9799], [3.0424, 0.7547, -5.8457], [3.3528, 1.8393, -4.9627], [2.9712, 1.1087, -6.8704], [3.8202, -0.0138, -5.7558], [2.1196, 0.3195, -5.4558], [2.7698, 1.6715, -4.1834]], "e_tot_ev": -70254.08918, "charge": -1, "orbital_gap_ev": 6.249, "lumo_ev": 1.5, "homo_ev": -4.7397}